Entry 1:
C36H48N5O2ReS2SbSi3 | wB97M-V/def2-TZVPD

E_HOMO (alpha / beta) (eV): -8.04 / -8.27
Energy (eV): -103631.565
⟨S²⟩: 3.784
2S+1: 4
Lowest unoccupied orbital energy (alpha / beta) (hartree): -0.03109 / -0.07721

Structure (XYZ):
```
98
C36H48N5O2ReS2SbSi3 | the OMol25 dataset | wB97M-V/def2-TZVPD
Re 0.196 0.019 -0.280
Sb 2.100 0.004 -2.031
S -0.407 1.965 -1.540
S -1.660 1.159 0.909
Si 3.626 -2.114 -1.796
Si 3.880 2.109 -2.039
Si 1.600 0.109 -4.702
O -2.585 -3.033 -0.940
O 1.232 0.246 3.754
N -2.144 5.165 -2.270
N 1.483 0.574 1.496
N -0.136 -1.481 1.038
N -4.185 3.804 1.404
N -1.204 -1.246 -1.338
C -1.066 -2.390 0.749
C 5.072 -1.724 -2.963
C -1.698 -1.247 -2.672
C 2.939 -3.845 -2.227
C 2.858 3.724 -2.128
C 5.165 2.122 -3.471
C 3.872 -0.395 2.856
C -3.377 0.601 -2.211
C 1.590 -1.713 -5.292
C -2.672 -0.351 -3.121
C -3.076 -0.394 -4.451
C 4.624 1.960 2.891
C 3.651 1.046 2.507
C -1.256 -2.265 -3.531
C -2.397 3.466 -0.386
C -2.567 -1.332 -5.323
C 4.267 -2.222 -0.011
C 0.027 1.150 -4.968
C -2.269 4.403 -1.420
C -1.604 2.348 -0.333
C 1.012 3.437 1.197
C 4.960 1.824 -0.486
C 3.310 3.768 2.065
C -0.397 -3.372 -3.003
C 0.220 -1.300 2.304
C 4.473 3.312 2.656
C 2.490 1.509 1.852
C -1.514 -3.304 1.691
C 2.311 2.888 1.680
C -3.377 3.674 0.598
C -1.029 -3.215 2.987
C -1.683 -2.284 -4.848
C 1.038 -0.083 2.590
C -0.201 -2.151 3.313
C 3.042 0.882 -5.710
C -1.686 -2.269 -0.605
H 1.175 -2.365 -4.537
H 3.746 -4.570 -2.169
H 0.118 -1.936 4.319
H 0.036 -3.956 -3.814
H 3.071 1.961 -5.636
H 3.241 -1.055 2.269
H 0.803 3.106 0.180
H -2.255 -4.026 1.385
H -3.114 0.409 -1.173
H -3.135 1.632 -2.468
H 3.619 -0.552 3.905
H -1.013 -4.045 -2.403
H 5.230 4.011 2.977
H -2.902 -1.349 -6.349
H 6.045 2.654 -3.125
H 5.832 1.220 -0.719
H 3.147 4.828 1.941
H 3.470 4.587 -1.881
H 5.502 1.599 3.407
H 5.312 2.764 -0.068
H 0.204 3.092 1.843
H -3.826 0.314 -4.779
H 2.598 -2.050 -5.510
H -0.374 1.015 -5.968
H 0.389 -2.969 -2.359
H 5.044 -2.974 0.087
H -1.338 -3.077 -5.494
H 0.995 -1.829 -6.192
H 2.173 -4.160 -1.524
H 5.677 -0.912 -2.579
H -0.748 0.869 -4.262
H 4.007 0.491 -5.412
H 2.904 0.633 -6.758
H 4.915 -0.670 2.707
H 2.026 3.702 -1.433
H 4.805 2.641 -4.349
H 2.526 -3.900 -3.227
H 4.395 1.323 0.292
H 1.019 4.523 1.205
H -4.454 0.480 -2.314
H 5.485 1.132 -3.770
H 2.442 3.883 -3.120
H 3.463 -2.499 0.666
H 4.678 -1.273 0.318
H 5.707 -2.597 -3.050
H 4.739 -1.453 -3.957
H 0.230 2.208 -4.822
H -1.326 -3.928 3.741
```

=====

Entry 2:
C36H48O18 | wB97M-V/def2-TZVPD

E_HOMO (eV): -8.85
Energy (eV): -74948.558
Lowest unoccupied orbital energy (hartree): -0.08549

Structure (XYZ):
```
102
C36H48O18 | the OMol25 dataset | wB97M-V/def2-TZVPD
O 15.462 34.714 29.192
O 12.267 27.918 35.009
O 11.853 34.923 30.242
O 17.187 33.693 34.505
O 16.205 26.041 28.755
O 13.732 28.926 31.833
O 16.049 32.199 30.157
O 18.812 37.967 25.856
O 21.090 25.364 29.712
O 22.331 29.445 27.357
O 16.505 35.122 32.383
O 20.918 26.780 31.883
O 12.503 32.647 34.928
O 18.078 34.129 28.854
O 21.317 30.900 29.540
O 12.031 33.438 32.333
O 16.067 38.338 25.974
O 16.617 33.329 25.651
C 15.686 34.507 32.935
C 12.714 29.534 29.711
C 17.991 37.121 26.516
C 22.158 27.377 28.509
C 16.689 27.103 29.020
C 16.140 28.473 28.343
C 18.080 30.882 30.425
C 21.679 26.609 29.732
C 12.217 33.015 29.044
C 11.579 29.938 32.082
C 13.187 33.720 32.979
C 12.895 28.812 35.603
C 21.420 27.417 30.916
C 16.578 37.407 26.660
C 14.761 33.013 34.769
C 22.030 28.864 28.377
C 15.761 36.494 27.535
C 16.705 31.424 30.871
C 14.301 34.509 32.402
C 16.318 35.354 28.319
C 21.213 28.816 30.819
C 21.566 29.584 29.595
C 13.383 33.102 34.299
C 17.683 35.013 28.195
C 18.463 35.977 27.344
C 11.790 34.391 29.137
C 15.620 32.482 25.641
C 14.238 29.304 34.993
C 17.980 27.258 29.844
C 14.549 32.674 24.687
C 11.408 35.126 27.846
C 12.789 29.333 31.237
C 16.104 30.967 32.138
C 12.514 29.416 36.857
C 15.674 31.352 26.614
C 15.929 33.789 34.118
H 14.322 31.767 24.042
H 22.155 26.829 27.523
H 14.565 30.978 26.677
H 16.139 29.139 29.249
H 18.120 29.878 30.414
H 11.002 30.581 31.501
H 14.409 33.602 24.309
H 19.474 35.827 27.155
H 11.860 32.646 29.896
H 17.901 27.577 30.845
H 11.834 30.065 29.258
H 12.818 28.806 37.607
H 16.061 31.711 27.443
H 12.176 35.307 26.999
H 18.337 31.366 29.514
H 21.318 25.008 28.866
H 13.390 32.894 29.257
H 15.008 32.408 35.811
H 16.612 31.453 33.005
H 18.299 26.279 29.774
H 12.186 32.369 28.009
H 15.196 31.228 32.421
H 16.014 29.976 32.273
H 11.015 29.189 32.654
H 12.777 28.598 29.377
H 15.353 28.260 27.739
H 16.086 34.040 29.548
H 14.045 34.933 31.408
H 14.102 30.050 34.142
H 18.793 27.634 29.374
H 20.909 31.271 28.765
H 17.830 34.181 33.878
H 14.857 29.776 35.681
H 20.954 29.364 31.457
H 12.784 30.345 36.999
H 18.337 38.688 25.550
H 16.222 30.522 26.429
H 13.551 32.734 25.190
H 10.668 34.529 27.315
H 11.340 29.513 36.897
H 14.706 36.512 27.580
H 17.041 28.811 27.821
H 11.969 30.494 32.896
H 11.144 36.177 27.866
H 11.939 33.982 31.708
H 18.710 31.074 31.269
H 14.710 28.402 34.679
H 13.687 30.098 29.458
```

=====

Entry 3:
C36H49Br2FO5S | wB97M-V/def2-TZVPD

E_HOMO (eV): -8.65
Energy (eV): -202001.356
Lowest unoccupied orbital energy (hartree): -0.02292

Structure (XYZ):
```
94
C36H49Br2FO5S | the OMol25 dataset | wB97M-V/def2-TZVPD
Br -4.051 5.047 -1.601
Br -6.670 2.696 -3.707
S -2.821 -4.152 -0.931
F 1.957 3.612 -4.341
O 7.517 -1.348 2.323
O 1.623 0.267 -1.470
O 3.221 0.088 2.641
O -2.234 -1.938 -3.033
O -5.651 -1.810 0.628
C -1.823 2.917 -1.622
C 7.179 -0.504 0.136
C -0.669 2.196 -1.362
C 3.005 1.192 1.752
C 0.587 2.945 -0.928
C -1.787 -1.310 -2.092
C -6.131 -2.199 -0.653
C -0.645 -4.554 3.737
C 1.215 -3.618 2.260
C -6.297 -1.011 -1.624
C -0.673 -3.710 0.615
C -1.005 -1.987 -0.974
C -5.308 0.167 -1.386
C 0.477 -3.491 3.616
C 1.123 2.887 -3.467
C -0.723 0.828 -1.509
C -0.102 -2.085 3.870
C -1.426 -3.194 -0.433
C -4.704 4.551 -4.472
C 8.014 -0.374 1.401
C -3.033 0.940 -2.195
C -4.241 3.208 -2.241
C 1.650 3.111 -2.056
C 3.166 2.460 2.575
C 0.477 -0.040 -1.199
C -1.895 0.199 -1.941
C 6.276 -1.873 1.836
C -3.000 2.341 -2.013
C 4.184 2.024 3.620
C 3.776 0.581 3.870
C 0.132 -1.343 -0.523
C -4.745 3.215 -3.733
C 0.436 -3.047 1.080
C 0.871 -1.868 0.509
C -4.333 0.262 -2.624
C 5.842 -0.969 0.695
H -4.657 0.022 -0.521
H -5.477 5.247 -4.144
H 5.548 -1.907 2.648
H -0.317 -5.464 3.216
H 3.001 0.515 4.642
H 2.505 2.466 -1.847
H 3.757 1.139 0.959
H 7.599 -1.275 -0.514
H -0.254 -1.925 4.947
H 5.213 -1.478 -0.035
H -0.981 -4.637 1.089
H 7.121 0.424 -0.432
H 2.220 2.715 3.060
H 0.546 -1.270 3.528
H 9.077 -0.548 1.226
H -3.711 5.009 -4.488
H -6.148 -2.331 1.265
H 5.287 -0.117 1.086
H 2.016 1.109 1.298
H -1.106 -2.019 3.432
H 4.174 2.631 4.524
H -3.504 -3.377 -1.791
H 2.027 4.141 -2.009
H -6.213 -1.396 -2.646
H -7.134 -2.633 -0.511
H -1.574 -4.207 3.270
H 1.022 2.481 -0.036
H 2.205 -3.150 2.281
H 3.485 3.315 1.980
H -5.924 1.065 -1.303
H -4.158 -0.770 -2.931
H -0.831 -4.840 4.777
H 6.455 -2.896 1.486
H -7.316 -0.626 -1.489
H -4.946 4.332 -5.523
H -5.533 -2.980 -1.139
H 4.616 -0.048 4.167
H 1.205 1.837 -3.771
H 1.187 -3.700 4.428
H 1.760 -1.326 0.824
H -5.039 2.778 -1.638
H -4.801 0.760 -3.471
H 7.894 0.616 1.856
H 1.369 -4.693 2.087
H -4.250 2.442 -4.320
H 5.191 2.060 3.196
H 0.113 3.269 -3.637
H 0.249 3.941 -0.614
H -1.729 3.992 -1.493
```

=====

Entry 4:
C36H49F2N2O3PSi | wB97M-V/def2-TZVPD

E_HOMO (eV): -8.00
Energy (eV): -69841.750
Lowest unoccupied orbital energy (hartree): -0.01832

Structure (XYZ):
```
94
C36H49F2N2O3PSi | the OMol25 dataset | wB97M-V/def2-TZVPD
P 1.866 1.211 -0.102
Si 1.787 0.222 -2.083
F -5.217 -0.695 1.774
F 5.621 -2.047 5.720
O 1.570 2.919 -0.167
O 3.415 0.868 0.611
O 5.403 1.161 -3.015
N -3.359 -1.287 -2.860
N 0.758 0.644 0.933
C -1.349 -2.338 1.980
C -6.601 2.652 1.738
C 4.739 4.720 0.054
C -5.809 0.425 1.331
C -1.096 0.955 -1.957
C 4.568 -0.855 3.980
C -6.227 0.496 0.011
C 1.460 -2.738 -2.026
C 3.937 0.303 3.536
C 4.854 0.137 6.163
C -2.540 -1.902 2.991
C -3.831 -2.507 -3.529
C 2.906 1.064 -3.428
C -6.846 1.655 -0.448
C -2.925 -0.101 -3.650
C -4.021 -2.947 -1.080
C -4.283 -3.607 -2.500
C 4.258 1.692 -2.854
C 5.017 -0.927 5.289
C 3.119 5.593 -1.897
C -5.991 1.489 2.200
C -2.499 1.168 -2.772
C 0.671 -4.245 0.094
C 4.155 3.088 -2.080
C -3.454 -1.528 -1.436
C 0.579 -2.805 -0.679
C 2.542 -1.559 -1.849
C 3.772 1.380 4.403
C 4.876 3.357 -0.731
C 0.820 -3.919 1.667
C 0.008 0.178 -2.839
C -0.568 -3.664 2.428
C 3.846 5.844 -0.541
C 3.256 4.242 -2.682
C -7.030 2.732 0.415
C 4.233 1.299 5.715
H -3.844 0.225 -4.278
H -0.369 -0.879 -3.059
H 2.679 4.156 -3.660
H -3.920 -2.676 -4.650
H 2.459 6.434 -2.293
H 3.072 -1.663 -0.825
H -3.096 -0.960 2.626
H 5.310 4.775 1.040
H 0.193 -0.067 0.443
H -0.303 -3.520 3.549
H -0.701 2.022 -1.749
H 3.376 -1.719 -2.636
H -4.723 -4.643 -2.721
H -7.509 3.638 0.057
H 1.293 -4.858 2.161
H 3.164 0.215 -4.175
H -2.113 -1.622 4.027
H 3.573 0.366 2.514
H -0.529 -2.587 -0.906
H -0.658 -1.411 1.912
H -3.162 -0.755 -0.654
H 2.061 -3.729 -2.080
H 1.542 -3.056 1.901
H 1.647 -4.763 -0.225
H -2.138 -0.444 -4.411
H -3.307 -2.734 3.152
H 0.038 0.722 -3.865
H -2.514 2.152 -3.367
H 0.852 -2.691 -2.995
H 4.712 -1.700 3.316
H 3.284 2.285 4.056
H -1.288 -4.554 2.393
H -6.742 3.493 2.408
H 1.246 3.128 -1.074
H 5.212 0.053 7.182
H -7.185 1.717 -1.476
H 5.510 2.502 -0.282
H 4.107 2.141 6.388
H 2.369 1.871 -4.035
H 3.748 6.806 0.084
H -6.067 -0.349 -0.649
H -0.268 -4.871 -0.084
H -1.822 -2.439 0.925
H 3.965 0.486 -0.124
H -5.658 1.405 3.228
H -4.231 -3.395 -0.057
H 1.037 -2.047 0.067
H -1.384 0.437 -0.982
H -3.307 1.278 -1.946
```

=====

Entry 5:
C36H49LiN5Si2Te | wB97M-V/def2-TZVPD

E_HOMO (eV): -3.21
Energy (eV): -68831.017
Total charge: -1
Lowest unoccupied orbital energy (hartree): 0.08013

Structure (XYZ):
```
94
C36H49LiN5Si2Te | the OMol25 dataset | wB97M-V/def2-TZVPD
Te -0.086 -1.791 0.524
Si -3.435 -0.827 -3.307
Si 0.142 1.416 1.586
N 1.365 -0.809 -1.863
N -0.589 2.688 -2.752
N 2.951 0.887 -2.152
N 1.806 1.597 -2.272
N 2.088 -3.038 -1.404
C -0.213 -4.105 2.352
C 0.430 4.649 -3.645
C 0.891 -3.660 1.452
C -1.351 3.683 0.820
C -1.949 4.455 -3.630
C 5.704 -3.088 -0.739
C -1.189 -4.876 4.424
C 5.036 -0.869 -1.353
C 1.740 -0.504 3.103
C -2.461 -4.797 3.867
C 0.505 3.391 -3.054
C 1.814 2.749 -2.809
C -0.073 -4.530 3.671
C -0.812 5.188 -3.931
C -1.502 -3.999 1.806
C -2.295 -0.724 -1.903
C 2.610 -0.380 -1.845
C -1.775 3.212 -3.039
C -4.500 0.685 -3.460
C 1.198 0.935 3.193
C -2.615 -4.350 2.560
C -4.522 -2.309 -3.036
C 3.396 -2.625 -1.231
C -0.105 3.380 1.660
C -1.570 -3.383 0.439
C 1.084 4.077 0.981
C 3.718 -1.291 -1.479
C 6.035 -1.757 -0.985
C -1.647 0.897 2.146
C -1.519 -0.708 -0.959
C -2.453 -1.037 -4.866
C 1.024 -2.114 -1.450
C 2.436 1.840 3.280
C 0.410 1.025 4.502
C 4.397 -3.525 -0.859
C -0.337 4.028 3.028
Li 0.296 0.740 -1.105
H 2.731 3.223 -3.161
H 0.199 -2.502 -2.048
H 0.917 -4.583 4.109
H 0.951 -1.256 3.211
H 7.058 -1.420 -0.882
H -1.700 -0.129 2.533
H -3.606 -4.254 2.130
H -0.428 0.325 4.510
H -1.945 -2.005 -4.879
H -3.929 -3.227 -3.064
H -1.270 3.258 -0.177
H 2.265 -0.690 2.160
H 2.457 -0.680 3.919
H -5.187 0.564 -4.303
H 1.277 3.660 -0.011
H 3.088 1.504 4.100
H 2.188 2.885 3.469
H -1.170 3.563 3.561
H 2.007 3.978 1.557
H 1.342 5.186 -3.877
H -5.307 -2.382 -3.794
H 3.019 1.803 2.354
H 1.010 -4.383 0.639
H -1.480 4.771 0.714
H -1.251 -4.058 -0.360
H -2.942 4.833 -3.834
H -5.091 0.852 -2.555
H 1.062 0.768 5.352
H 1.875 -3.995 -1.178
H -0.891 6.169 -4.384
H -3.092 -0.968 -5.751
H -2.260 3.283 1.276
H 0.882 5.154 0.860
H 5.249 0.172 -1.554
H -2.024 1.547 2.944
H -3.897 1.577 -3.638
H -2.344 0.947 1.303
H 1.843 -3.526 1.966
H -1.066 -5.204 5.449
H 4.141 -4.560 -0.663
H -2.544 -2.964 0.197
H -2.632 2.607 -2.759
H -0.591 5.091 2.893
H -4.997 -2.251 -2.053
H -1.684 -0.262 -4.931
H 6.472 -3.792 -0.442
H 0.008 2.021 4.686
H 0.537 3.989 3.681
H -3.330 -5.063 4.455
```